Below is a 2-piece molecular cluster, C5H12N2O2 overall, with properties calculated with the ωB97M-V functional and the def2-TZVPD basis.

Output
**Calculated total energy**: -12450.938 eV
**Highest occupied orbital energy (spin up / spin down)**: -7.15 / -7.15 eV
**Multiplicity**: 1
**ΔE to the lowest compared entry with this formula, charge and spin**: 486.7 kJ/mol
**LUMO level (spin up / spin down)**: -0.38 / -0.37 eV

Atoms and positions in Å:
C1 0.95 -0.26 0.18
C2 0.79 -1.37 1.15
C3 0.74 1.11 0.74
C4 1.94 -0.39 -0.92
N1 -0.94 -0.19 -0.93
C5 -2.01 0.10 -0.10
N2 -2.62 1.33 -0.38
O1 -0.48 -1.51 -1.12
O2 -2.29 -0.55 0.89
H1 -0.91 0.37 -1.78
H2 -3.43 1.49 0.20
H3 -2.77 1.58 -1.35
H4 1.99 -1.40 -1.31
H5 -0.25 -1.41 1.49
H6 1.42 -1.13 2.02
H7 1.06 -2.33 0.73
H8 0.67 1.87 -0.03
H9 -0.13 1.16 1.39
H10 1.63 1.32 1.35
H11 1.73 0.31 -1.73
H12 2.91 -0.10 -0.48